[1]
Density functional theory data (ωB97M-V/def2-TZVPD) for C46H55N8P2Ru as an isolated structure.

XYZ file:
```
112
Properties=species:S:1:pos:R:3:forces:R:3
Ru -0.010 -0.867 0.099 -0.5583 0.5009 -0.0678
C 1.182 1.858 -3.307 -0.0426 -0.0021 -0.0430
C 0.100 0.940 -3.879 0.0645 0.0351 0.0797
C -0.832 1.712 -4.813 0.0368 0.0380 -0.0508
P -0.801 0.040 -2.529 -0.0950 -0.0078 -0.0668
C -1.880 -1.219 -3.365 -0.0625 0.1276 -0.0080
C -3.326 -0.874 -3.719 0.0267 0.0065 -0.0789
C -1.131 -1.811 -4.561 0.0048 -0.0670 -0.0378
C -1.749 1.380 -1.729 0.0823 0.0198 -0.0590
C -2.964 1.938 -2.118 -0.0564 -0.0840 0.0055
C -3.546 2.994 -1.424 -0.0925 0.0477 -0.0217
C -4.873 3.566 -1.849 0.0696 -0.0515 0.0729
C -2.872 3.507 -0.311 -0.0657 0.0396 0.0120
C -1.638 3.022 0.057 0.1019 -0.0333 0.0738
C -1.052 1.966 -0.657 0.1528 0.0295 -0.0184
N 0.178 1.392 -0.324 -0.0101 0.0683 0.1220
C 1.271 2.108 0.055 -0.1390 0.0664 -0.1137
C 1.356 3.519 -0.034 -0.0257 -0.0793 -0.0036
C 2.479 4.184 0.398 0.0657 0.0509 -0.0021
C 3.584 3.493 0.907 0.0604 0.0419 0.0406
C 4.815 4.222 1.367 -0.0789 -0.0581 -0.0562
C 3.533 2.095 0.914 0.0759 0.0039 0.0090
C 2.420 1.392 0.490 -0.0570 -0.0331 0.0256
P 2.373 -0.430 0.371 0.2254 0.1270 0.4637
C 3.086 -1.104 1.948 -0.0362 0.1103 0.0258
C 4.592 -0.964 2.192 0.0224 0.0091 0.0311
C 2.313 -0.560 3.152 0.0846 0.0094 -0.0592
C 3.527 -0.885 -0.999 0.0392 -0.1261 0.0004
C 4.042 -2.324 -0.804 0.0399 0.0238 -0.1701
C 4.687 0.074 -1.258 0.0528 -0.0338 -0.0802
H 1.768 2.282 -4.124 -0.0158 -0.0015 0.0109
H 1.865 1.328 -2.640 -0.0162 0.0049 -0.0145
H 0.739 2.692 -2.755 0.0182 -0.0348 -0.0270
H 0.591 0.143 -4.441 0.0357 -0.0155 -0.0220
H -1.342 2.517 -4.280 0.0225 -0.0370 -0.0219
H -1.584 1.074 -5.280 0.0215 0.0235 0.0414
H -0.243 2.168 -5.613 -0.0424 -0.0236 0.0318
H -1.934 -2.001 -2.613 -0.0198 -0.0854 0.0989
H -3.397 -0.120 -4.505 -0.0038 -0.0040 0.0518
H -3.891 -0.544 -2.849 -0.0036 0.0064 0.0074
H -3.812 -1.778 -4.095 0.0267 0.0330 -0.0139
H -1.077 -1.114 -5.398 -0.0100 -0.0198 0.0062
H -1.663 -2.700 -4.908 0.0219 0.0181 0.0124
H -0.114 -2.119 -4.303 -0.0317 0.0118 -0.0155
H -3.483 1.556 -2.984 0.0232 -0.0247 -0.0216
H -5.140 3.253 -2.858 0.0276 0.0043 0.0371
H -4.857 4.656 -1.818 0.0097 -0.0283 -0.0101
H -5.668 3.235 -1.175 0.0542 0.0008 -0.0220
H -3.330 4.301 0.269 0.0413 -0.0243 -0.0327
H -1.135 3.422 0.930 -0.0128 0.0209 -0.0537
H 0.542 4.077 -0.473 -0.0268 0.0128 0.0127
H 2.521 5.265 0.321 -0.0171 -0.0575 0.0110
H 4.569 5.209 1.755 -0.0104 -0.0133 0.0028
H 5.506 4.365 0.532 -0.0204 -0.0097 -0.0068
H 5.346 3.665 2.137 -0.0175 -0.0012 -0.0057
H 4.416 1.558 1.234 -0.0458 0.0427 -0.0002
H 2.862 -2.169 1.857 0.0181 -0.0697 -0.0002
H 4.877 0.064 2.418 -0.0212 -0.0532 0.0272
H 5.204 -1.323 1.369 -0.0299 0.0871 0.1023
H 4.849 -1.561 3.070 0.0037 0.0169 -0.0235
H 2.582 0.485 3.335 -0.0040 -0.0500 0.0061
H 2.573 -1.131 4.047 0.0149 0.0306 -0.0371
H 1.236 -0.630 3.012 -0.0175 -0.0604 -0.0004
H 2.872 -0.850 -1.876 0.0062 -0.0426 -0.0406
H 4.940 -2.335 -0.188 -0.0814 -0.0251 -0.1163
H 4.316 -2.753 -1.771 -0.0338 0.0288 0.0527
H 3.322 -2.993 -0.335 -0.0982 -0.0440 -0.0352
H 5.381 0.114 -0.416 -0.0448 0.0114 -0.0366
H 4.351 1.085 -1.484 0.0030 -0.0050 0.0094
H 5.246 -0.290 -2.124 -0.0037 0.0189 0.0510
N -1.342 2.030 3.497 -0.2295 0.0574 0.0825
C -0.571 1.269 2.723 0.1624 0.0805 -0.0910
N -1.003 0.427 1.840 -0.2105 -0.4774 -0.1715
C -2.409 0.255 1.701 0.1536 0.3726 0.4035
N -2.888 -0.658 0.948 0.1037 -0.3759 -0.3730
N -1.948 -1.338 0.227 -0.1997 -0.1240 -0.2358
C -2.255 -2.607 -0.160 -0.0053 0.3086 0.2407
C -1.250 -3.343 -0.777 0.1831 0.0764 -0.0990
C -1.443 -4.641 -1.302 -0.0310 -0.0908 -0.0321
C -0.475 -5.202 -2.083 0.0041 -0.0905 -0.0540
C 0.691 -4.467 -2.381 -0.0065 -0.1287 -0.0590
C 0.861 -3.240 -1.801 -0.1277 -0.0201 0.2716
N -0.034 -2.696 -0.954 -0.1492 -0.0316 0.1376
C -3.308 1.118 2.479 0.1931 -0.0348 0.0021
C -4.695 1.090 2.340 -0.0753 -0.0582 -0.0385
C -5.488 1.916 3.113 -0.0169 0.0003 -0.0166
C -4.906 2.788 4.034 -0.0587 0.0120 0.0048
C -3.533 2.837 4.177 0.0721 0.0920 0.0588
C -2.746 2.002 3.395 0.0894 0.0102 0.0298
H -0.912 2.637 4.176 0.0335 0.0395 0.0154
H 0.499 1.400 2.845 -0.0456 -0.0120 -0.0051
H -3.246 -3.000 0.028 -0.0036 0.0062 0.0144
H -2.372 -5.158 -1.093 0.0627 0.0304 -0.0228
H -0.613 -6.194 -2.496 0.0070 0.0351 0.0102
H 1.447 -4.854 -3.052 -0.0376 0.0094 0.0400
H 1.733 -2.648 -2.016 0.1892 0.0984 0.0427
H -5.129 0.407 1.620 0.0134 0.0388 0.0492
H -6.565 1.887 3.006 0.0628 -0.0002 0.0062
H -5.529 3.433 4.642 0.0280 -0.0445 -0.0461
H -3.073 3.519 4.887 -0.0384 -0.0704 -0.0589
N 2.799 -6.207 2.817 -0.2110 0.1877 0.0247
C 1.967 -5.435 3.004 0.0387 -0.0095 0.0225
C 0.958 -4.423 3.207 0.1370 -0.1736 -0.0146
C 0.311 -4.247 4.424 -0.0017 -0.0498 0.0769
C -0.627 -3.234 4.525 -0.0303 -0.0105 0.0633
C -0.864 -2.424 3.426 -0.0388 -0.0292 -0.0704
N -0.239 -2.580 2.256 0.3970 -0.1952 -0.0820
C 0.639 -3.575 2.154 -0.0642 0.0872 -0.0922
H 0.538 -4.894 5.262 -0.0157 0.0291 -0.0139
H -1.170 -3.068 5.446 0.0287 -0.0186 -0.0464
H -1.599 -1.629 3.483 0.0342 0.0259 -0.0281
H 1.115 -3.717 1.188 -0.0020 0.0261 0.0137
```
Forces are in eV/Å.

The calculation puts the calculated total energy at -81661.8424 eV. The spin multiplicity is 6. The total charge is +2. The maximum force comes out at 0.75 eV/Å. The energy relative to the best compared isomer or geometry (same formula, charge and spin) is 0.0 kcal per mole. The calculation puts the gap between HOMO and LUMO (alpha / beta) at 0.2282 / 0.2137 hartree. The calculation puts the HOMO energy (alpha / beta) at -10.96 / -12.95 eV.

Löwdin atomic charge list, values in e, 99 entries: Ru 1.192; C -0.101; C -0.524; C -0.085; P 1.117; C -0.522; C -0.092; C -0.104; C -0.274; C -0.028; C -0.231; C -0.023; C -0.006; C -0.031; C -0.324; N -0.032; C -0.311; C 0.008; C 0.001; C -0.224; C -0.021; C -0.041; C -0.275; P 1.023; C -0.511; C -0.077; C -0.114; C -0.525; C -0.106; C -0.089; H 0.094; H 0.053; H 0.073; H 0.098; H 0.078; H 0.065; H 0.094; H 0.056; H 0.075; H 0.071; H 0.091; H 0.076; H 0.093; H 0.066; H 0.097; H 0.086; H 0.091; H 0.093; H 0.131; H 0.115; H 0.116; H 0.131; H 0.089; H 0.101; H 0.088; H 0.097; H 0.078; H 0.071; H 0.054; H 0.099; H 0.080; H 0.098; H 0.020; H 0.079; H 0.072; H 0.097; H 0.060; H 0.077; H 0.073; H 0.097; N 0.143; C -0.166; N 0.051; C -0.308; N 0.105; N -0.209; C -0.086; C -0.323; C -0.006; C -0.036; C -0.043; C -0.162; N -0.080; C -0.103; C -0.004; C -0.048; C -0.048; C -0.005; C -0.180; H 0.165; H 0.124; H 0.135; H 0.128; H 0.122; H 0.117; H 0.080; H 0.119; H 0.117; H 0.120


[2]
Density functional theory data (ωB97M-V/def2-TZVPD) for C3H9NO2S as an isolated structure.

XYZ file:
```
16
Properties=species:S:1:pos:R:3:forces:R:3
C 0.844 0.592 0.448 0.5535 -0.1270 -1.3486
O 0.325 1.828 0.349 -0.8388 2.4165 0.3162
C -0.087 -0.483 -0.136 -0.0142 -0.4678 -0.3449
C 0.540 -1.909 0.112 -2.1737 -0.3845 2.0770
S 0.905 -2.426 1.995 -0.2832 0.5161 -1.3582
N -1.522 -0.345 0.388 1.0011 -0.1824 -0.4693
H 1.895 0.672 -0.002 -0.7028 -1.1967 0.0612
H 0.959 0.253 1.450 0.3795 0.0257 1.3116
H -0.159 -0.299 -1.246 -0.0560 -0.3862 0.7601
H 1.499 -2.010 -0.359 0.1682 -0.0781 -0.5920
H -0.230 -2.701 -0.133 1.0984 0.8460 -0.3773
H -1.504 -0.400 1.403 0.3147 -0.2169 -0.0183
H -1.878 0.601 0.194 0.7352 -0.3546 -0.1334
H -0.105 2.265 -0.695 -0.4593 -0.3611 0.4264
H -0.681 1.776 -2.084 0.1310 -2.6169 -1.6437
O -0.802 2.587 -1.683 0.1466 2.5678 1.3332
```
Forces are in eV/Å.

The calculation puts the calculated total energy at -19674.9977 eV. The total charge is -2. The maximum force comes out at 3.09 eV/Å. The energy relative to the best compared isomer or geometry (same formula, charge and spin) is 24.6 kcal per mole. The calculation puts the gap between HOMO and LUMO at 0.2090 hartree. The calculation puts the HOMO energy at 0.50 eV.

Formally, the Löwdin partial charges of the atoms, in units of the elementary charge, are as follows: C -0.429; O -0.261; C -0.445; C -0.596; S -0.138; N 0.012; H 0.113; H 0.032; H 0.114; H -0.003; H 0.016; H 0.029; H 0.043; H -0.011; H -0.137; O -0.340